Entry 1:
{
  "formula": "C47H52Br2N2O2P2Zr",
  "method": "ωB97M-V/def2-TZVPD",
  "symbols": ["Zr", "C", "C", "C", "P", "C", "C", "C", "C", "C", "C", "C", "C", "C", "N", "C", "C", "C", "C", "C", "C", "P", "C", "C", "C", "C", "C", "C", "H", "H", "H", "H", "H", "H", "H", "H", "H", "H", "H", "H", "H", "H", "H", "H", "H", "H", "H", "H", "H", "H", "H", "H", "H", "H", "H", "H", "H", "H", "H", "H", "H", "H", "H", "H", "Br", "C", "C", "C", "C", "C", "N", "C", "O", "O", "H", "H", "H", "Br", "C", "C", "C", "C", "C", "C", "C", "C", "C", "C", "H", "H", "H", "H", "H", "H", "C", "C", "C", "C", "C", "C", "C", "H", "H", "H", "H", "H", "H", "H"],
  "coordinates": [[-0.09727, -0.73923, -0.47932], [1.00494, 0.78300, -4.50580], [0.77847, 2.18090, -3.91514], [-0.25255, 2.92427, -4.75891], [0.63829, 2.10610, -2.03599], [1.75064, 3.56258, -1.65540], [1.34457, 4.86298, -2.35131], [1.93915, 3.83111, -0.17194], [-1.02067, 2.61802, -1.41869], [-1.88277, 3.53830, -2.01596], [-3.17466, 3.73590, -1.55258], [-3.64690, 2.97627, -0.49434], [-2.80071, 2.08187, 0.13780], [-1.48149, 1.93103, -0.27475], [-0.58765, 1.11717, 0.50318], [-0.09358, 1.81439, 1.63381], [-0.63245, 3.03809, 2.06210], [-0.05991, 3.75076, 3.10033], [1.07160, 3.28561, 3.75546], [1.57855, 2.05372, 3.38039], [1.00573, 1.31028, 2.35299], [1.45228, -0.40275, 2.01369], [3.27817, -0.47928, 1.64123], [3.67767, 0.78034, 0.87090], [4.28813, -0.74231, 2.75518], [0.97818, -1.18687, 3.63872], [1.93715, -1.14140, 4.82736], [-0.34635, -0.55603, 4.08296], [1.59103, 0.86250, -5.42320], [0.06214, 0.30065, -4.76734], [1.53457, 0.12285, -3.81904], [1.72959, 2.71375, -4.02241], [-1.25548, 2.53336, -4.59584], [-0.01376, 2.78811, -5.81698], [-0.26626, 3.99561, -4.56415], [2.70950, 3.22838, -2.07365], [0.32899, 5.15387, -2.07604], [1.40803, 4.80621, -3.43722], [2.00760, 5.66901, -2.02799], [1.04345, 4.28708, 0.24794], [2.76295, 4.53437, -0.03417], [2.15676, 2.93465, 0.40358], [-1.55357, 4.10861, -2.86837], [-3.81690, 4.45727, -2.03946], [-4.66601, 3.08825, -0.14851], [-3.14249, 1.50760, 0.99116], [-1.49115, 3.46222, 1.56384], [-0.50136, 4.69755, 3.38693], [1.53232, 3.85698, 4.54891], [2.44001, 1.65125, 3.89966], [3.33228, -1.31642, 0.94099], [3.72193, 1.64776, 1.53155], [2.99131, 1.00577, 0.05468], [4.67048, 0.63026, 0.44162], [4.22216, -0.02174, 3.56975], [5.29035, -0.66272, 2.32831], [4.19620, -1.74277, 3.17032], [0.79426, -2.23392, 3.38945], [2.26574, -0.12754, 5.05700], [2.81095, -1.76995, 4.70028], [1.39662, -1.50750, 5.70393], [-0.16078, 0.39665, 4.58274], [-0.84180, -1.22831, 4.78390], [-1.03105, -0.36744, 3.25850], [5.73870, -4.29147, 0.23416], [4.41711, -4.11058, -1.11757], [4.36705, -5.05347, -2.14054], [3.38535, -4.90026, -3.10050], [2.50108, -3.83252, -3.00170], [2.66248, -2.95956, -1.94205], [3.60821, -3.08825, -1.00999], [1.73028, -1.80272, -1.77330], [0.61380, -1.78840, -2.35109], [2.01823, -0.86999, -0.96841], [5.07089, -5.87101, -2.16876], [3.30578, -5.60865, -3.91359], [1.69910, -3.67917, -3.70825], [-2.96196, -4.02907, -0.64196], [-3.95985, -2.41652, -0.56484], [-5.22437, -2.50543, -0.05349], [-6.15264, -1.47207, -0.28907], [-5.82452, -0.47398, -1.15948], [-4.52097, -0.39462, -1.70537], [-4.24283, 0.49500, -2.78040], [-3.01023, 0.50653, -3.34622], [-1.94467, -0.18001, -2.70574], [-2.11999, -0.99974, -1.61281], [-3.49399, -1.26771, -1.26523], [-5.52808, -3.40445, 0.46371], [-7.14452, -1.53345, 0.13835], [-6.56169, 0.25619, -1.47013], [-5.04675, 1.10512, -3.17310], [-2.82204, 1.09745, -4.23350], [-0.94165, -0.00820, -3.09052], [0.02015, -2.81752, 0.43140], [-0.80599, -3.17949, 1.63454], [-1.94674, -2.46462, 1.98190], [-2.76240, -2.85467, 3.03482], [-2.43495, -3.96962, 3.78940], [-1.28921, -4.69027, 3.47299], [-0.49371, -4.30147, 2.40766], [-0.29491, -3.47911, -0.38734], [1.07384, -3.06522, 0.63457], [-2.23757, -1.59004, 1.39800], [-3.65054, -2.28016, 3.26621], [-3.06479, -4.27753, 4.61331], [-1.02265, -5.56528, 4.05224], [0.38698, -4.88107, 2.15505]],
  "de_lowest_kcal_mol": 36.1,
  "homo_lumo_gap_ev": 7.315,
  "energy_ev": -216603.3751
}

=====

Entry 2:
{
  "formula": "C29H35N7O4S3SbSe4Si2Tc",
  "method": "ωB97M-V/def2-TZVPD",
  "symbols": ["Tc", "N", "C", "C", "C", "C", "C", "C", "S", "O", "O", "N", "C", "N", "C", "C", "C", "N", "H", "H", "H", "H", "H", "H", "H", "H", "H", "C", "Si", "C", "C", "N", "C", "C", "C", "C", "C", "C", "N", "Si", "C", "C", "C", "H", "H", "H", "H", "H", "H", "H", "H", "H", "H", "H", "H", "H", "H", "H", "H", "H", "H", "H", "H", "H", "H", "Se", "Sb", "Se", "Se", "Se", "O", "S", "O", "N", "C", "S", "C", "C", "C", "C", "C", "C", "H", "H", "H", "H"],
  "coordinates": [[-0.40152, -0.43458, 1.27667], [7.59937, 0.49327, -0.62546], [6.37542, 0.17039, -0.08963], [6.11890, -1.13525, 0.35586], [4.88662, -1.47919, 0.86434], [3.87422, -0.52033, 0.90603], [4.11843, 0.78441, 0.48783], [5.36180, 1.12816, -0.00312], [2.33200, -0.89391, 1.63148], [1.55587, 0.41635, 1.66747], [2.63451, -1.47693, 2.90606], [1.29469, -1.80610, 0.77320], [1.39143, -3.20153, 0.99854], [0.28418, -3.76664, 1.46621], [0.31622, -5.08577, 1.61800], [1.43117, -5.84227, 1.29568], [2.53119, -5.14119, 0.84264], [2.52783, -3.81470, 0.68959], [8.36599, -0.14477, -0.51565], [7.83542, 1.45852, -0.76290], [6.90687, -1.87758, 0.30858], [4.69874, -2.48096, 1.22638], [3.33596, 1.52855, 0.55674], [5.55595, 2.14616, -0.31961], [-0.58165, -5.53921, 2.02324], [1.44672, -6.91631, 1.40783], [3.45353, -5.64963, 0.58688], [-3.90412, 1.41562, 2.42407], [-2.33907, 2.40529, 2.43683], [-1.76269, 2.76484, 4.14304], [-2.77677, 3.95985, 1.51983], [-1.07290, 1.47271, 1.52498], [-0.24964, 2.20704, 0.77699], [0.25027, 3.53066, 1.12772], [1.07839, 4.20203, 0.31238], [1.42195, 3.66496, -0.98391], [1.04235, 2.42749, -1.34948], [0.30290, 1.57846, -0.42988], [0.07916, 0.28355, -0.59134], [0.70186, -0.62841, -2.09691], [0.54389, -2.46477, -2.25885], [2.54538, -0.35426, -2.26346], [-0.23506, 0.09383, -3.54095], [-4.21373, 1.14510, 3.43743], [-4.68643, 2.03202, 1.97335], [-3.84464, 0.51269, 1.82040], [-2.64951, 2.92722, 4.76164], [-1.13539, 3.65901, 4.20240], [-1.21467, 1.93670, 4.59454], [-3.49394, 4.50648, 2.14333], [-3.28471, 3.69055, 0.58922], [-1.96291, 4.64104, 1.27845], [0.00455, 3.92424, 2.10519], [1.49226, 5.15240, 0.62183], [2.01084, 4.26439, -1.66637], [1.31781, 2.04482, -2.32059], [1.33111, -2.99169, -1.71481], [0.70285, -2.63726, -3.33049], [-0.41737, -2.89651, -1.98953], [3.08285, -1.22394, -1.88054], [2.93347, 0.52641, -1.75339], [2.78669, -0.24640, -3.32646], [-1.07373, -0.55928, -3.79749], [0.42540, 0.13220, -4.41364], [-0.63172, 1.09708, -3.37545], [-2.88028, -3.50460, 5.57526], [-2.78044, -1.24189, 4.93220], [-1.98989, -1.49306, 2.51198], [-0.28386, -0.80861, 3.82015], [-3.59762, 0.35045, 6.49864], [-2.84348, 2.71446, -2.39998], [-3.78253, 1.88293, -1.70144], [-4.90398, 2.49633, -1.04735], [-2.94181, 0.93420, -0.62356], [-2.89142, -0.29106, -1.01722], [-2.01753, -1.60325, -0.26787], [-3.73311, -0.60415, -2.23861], [-3.98610, -1.82061, -2.84292], [-4.80660, -1.83701, -3.96687], [-5.36299, -0.66284, -4.46530], [-5.12162, 0.55864, -3.84582], [-4.30062, 0.55047, -2.73666], [-3.56129, -2.73423, -2.44748], [-5.01604, -2.77696, -4.46053], [-5.99293, -0.70005, -5.34470], [-5.56076, 1.47578, -4.21481]],
  "de_lowest_kcal_mol": 13.2,
  "homo_lumo_gap_ev": 5.747,
  "energy_ev": -367646.2006
}

=====

Entry 3:
{
  "formula": "AlN3O9",
  "method": "ωB97M-V/def2-TZVPD",
  "symbols": ["Al", "N", "O", "O", "O", "N", "O", "O", "O", "N", "O", "O", "O"],
  "coordinates": [[1.20795, -2.03042, -1.20546], [-2.88438, -1.35927, -1.28034], [-3.25763, -0.20745, -1.16640], [-3.69273, -2.26983, -1.15722], [-1.70909, -1.55867, -1.60670], [-0.67675, 0.70919, 1.21809], [0.05473, 1.73985, 1.58342], [-0.11542, -0.35615, 0.86790], [-1.80730, 0.99541, 0.83061], [3.26353, 1.13654, 0.45500], [2.61964, 2.15665, 0.56227], [4.14235, 0.76785, 1.24434], [2.85510, 0.27629, -0.34551]],
  "de_lowest_kcal_mol": 13.7,
  "homo_lumo_gap_ev": 2.743,
  "energy_ev": -29475.0090
}

=====

Entry 4:
{
  "formula": "C5H7NO",
  "method": "ωB97M-V/def2-TZVPD",
  "symbols": ["C", "C", "O", "C", "C", "C", "N", "H", "H", "H", "H", "H", "H", "H"],
  "coordinates": [[1.98515, 0.16974, -0.18844], [0.61131, -0.41764, -0.11989], [0.64197, -1.76516, -0.03028], [-0.53865, 0.28980, -0.05410], [-1.85224, -0.28946, 0.41999], [-0.50368, 1.68855, -0.36322], [-0.51265, 2.80732, -0.67323], [2.68567, -0.57212, -0.57216], [2.29713, 0.44266, 0.82567], [2.01222, 1.07137, -0.80395], [-0.25125, -2.10959, -0.16587], [-2.15435, 0.21276, 1.34542], [-2.66868, -0.17920, -0.29926], [-1.75194, -1.34903, 0.67932]],
  "de_lowest_kcal_mol": 18.8,
  "homo_lumo_gap_ev": 9.552,
  "energy_ev": -8835.3895
}